(1)
Below is a structure of composition C21H25GeN3O4RhS, with properties calculated with ωB97M-V/def2-TZVPD.

XYZ file:
```
56
Properties=species:S:1:pos:R:3:forces:R:3:mulliken_charge:R:1
H 0.333 3.576 -2.726 -0.009 0.002 -0.002 0.460
H -4.074 4.482 -4.791 -0.001 -0.001 0.001 0.404
H -0.042 -1.441 1.048 0.027 0.001 0.010 0.555
C -3.007 3.344 -3.330 -0.006 0.008 -0.001 -0.387
H -1.174 -0.062 0.859 -0.008 -0.001 0.025 0.140
H -0.979 2.393 2.788 -0.010 -0.010 0.005 0.273
C -3.112 4.288 -4.336 0.014 0.006 -0.009 -0.670
C -0.750 4.739 -4.182 0.001 -0.001 0.008 -0.691
C -0.628 3.791 -3.173 0.023 0.000 -0.023 -0.347
H 2.603 0.138 4.148 -0.003 0.001 0.000 0.367
C -1.761 3.115 -2.757 -0.014 0.008 0.030 0.372
C 2.003 -0.485 3.485 0.021 0.023 0.011 -1.167
Ge 0.791 0.606 2.447 0.003 0.008 0.009 0.603
H -2.075 5.723 -5.545 -0.001 0.001 0.000 0.413
C 0.829 -3.012 -2.516 -0.002 -0.009 -0.034 0.460
C -3.614 1.329 0.241 -0.007 0.025 -0.015 -0.313
H -0.962 1.271 4.159 -0.002 -0.003 -0.006 0.395
C -3.933 3.990 1.004 0.018 0.017 -0.015 -0.732
O 2.447 -0.964 0.117 0.015 -0.004 -0.054 -0.535
C -3.018 3.672 0.014 0.014 -0.005 0.035 -0.365
O 2.316 -4.883 -2.206 -0.012 0.013 0.013 -0.519
H -3.490 0.299 -0.070 0.006 -0.004 0.002 0.497
H 1.473 2.886 1.425 0.024 0.005 0.028 0.493
H 0.279 2.522 4.030 0.006 0.000 0.001 0.377
S -1.621 1.839 -1.515 -0.080 -0.052 -0.032 0.373
H 0.124 5.280 -4.516 0.001 -0.001 0.001 0.414
C 1.946 1.909 1.345 0.021 0.005 -0.027 -1.272
C -4.684 2.988 1.608 -0.011 -0.023 0.003 -0.478
H -2.444 4.449 -0.476 0.000 0.001 -0.002 0.456
C -0.238 -2.396 -3.138 -0.003 -0.016 -0.006 -0.244
O 3.113 -3.027 -0.434 0.020 0.005 -0.015 -0.770
H -3.884 2.806 -2.989 0.003 0.001 -0.001 0.439
H -1.076 -0.476 -2.789 -0.002 0.027 -0.019 0.084
C -4.531 1.662 1.228 -0.009 0.021 0.010 -0.769
C 2.388 -2.059 -0.568 -0.098 -0.003 0.039 1.136
H 2.663 -1.035 2.815 -0.010 -0.010 -0.008 0.386
C -0.335 1.825 3.460 -0.016 0.013 -0.025 -1.130
N -0.184 1.984 -0.835 0.098 0.110 -0.038 -0.142
C -0.146 -0.358 1.061 -0.041 -0.006 0.001 -0.467
H -4.066 5.021 1.299 -0.003 -0.001 0.000 0.435
H -5.402 3.246 2.375 0.003 0.001 0.002 0.444
H -0.879 -2.762 -3.922 -0.002 -0.005 0.005 0.554
C -2.866 2.339 -0.350 -0.050 -0.048 0.001 0.409
C 1.286 -2.069 -1.588 0.062 0.033 0.036 -0.821
H 2.676 -4.253 -1.531 0.001 -0.011 -0.009 0.443
O 0.701 -5.002 -3.726 -0.018 -0.002 0.002 -0.564
Rh 1.071 0.445 -0.327 0.003 -0.030 0.009 0.155
N 0.547 -0.966 -1.653 0.005 0.013 0.018 0.024
H -5.128 0.890 1.693 0.003 -0.003 -0.001 0.443
C -1.985 4.986 -4.759 -0.016 -0.006 -0.001 -0.452
H 2.849 1.885 1.958 -0.038 -0.003 0.033 0.605
N -0.379 -1.176 -2.595 0.010 -0.003 0.035 -0.149
C 1.283 -4.397 -2.867 0.037 -0.007 -0.015 0.417
H -0.068 2.884 -0.376 0.037 -0.048 0.006 0.232
H 2.402 1.870 0.338 -0.009 -0.022 -0.020 0.344
H 1.441 -1.193 4.093 0.005 -0.007 -0.005 0.381
```
Positions in Å, forces in eV/Å.

Results
Relative energy (zero: lowest compared OMol25 entry of this formula, charge and spin) in kcal per mole: 0.0
E in Eh: -3865.87742
HOMO-LUMO gap in eV: 8.99
Charge: +1
HOMO level in eV: -12.3

***

(2)
Below is a structure of composition C34H52N8O6P2RbSSi, with properties calculated with ωB97M-V/def2-TZVPD.

XYZ file:
```
105
Properties=species:S:1:pos:R:3:forces:R:3:mulliken_charge:R:1
H 1.065 3.623 3.484 0.507 -0.623 0.308 0.247
N -9.215 -4.107 2.513 -0.301 -0.004 -1.357 -0.638
H 5.610 -1.513 2.311 -0.412 0.012 -0.422 0.389
H -9.300 -4.706 3.292 -0.162 -0.626 0.939 0.244
C -6.997 -3.678 3.456 -0.092 0.187 -0.364 -0.569
H -0.478 2.157 -5.642 -0.528 -0.440 0.663 0.293
C 1.858 3.202 4.145 -0.361 0.189 -1.748 -0.877
C -6.477 1.121 1.220 0.920 -0.790 0.676 -0.129
C 2.964 4.649 -3.730 0.168 0.367 -1.334 -0.691
C 2.791 -2.687 -2.446 0.629 0.591 -0.425 -0.846
H -5.717 -2.275 0.096 0.001 0.311 -0.940 0.621
H 4.737 -3.460 -2.954 -0.091 0.110 0.375 0.335
H 4.092 0.484 -4.241 -0.663 -0.393 0.258 0.171
C -5.990 2.375 0.896 -0.661 -0.109 -0.725 -0.785
H 3.736 -3.056 2.440 0.352 0.126 0.404 0.318
Rb -1.194 0.328 -0.055 0.139 0.070 0.366 0.548
C -5.314 -2.696 2.086 1.166 0.688 -0.317 -0.301
H 3.460 3.139 0.746 -1.002 -0.814 0.111 0.208
H 0.478 -1.541 -5.145 0.141 0.373 0.353 0.331
P 1.036 0.829 3.308 0.689 1.133 -1.642 0.166
C 4.116 0.976 -0.804 -0.415 -1.364 0.904 -0.983
C 4.086 -2.584 -2.957 0.237 -1.329 -0.190 -0.611
H -2.007 1.205 -5.559 0.467 -0.028 0.132 0.469
H 2.488 -3.598 -1.942 -0.107 0.141 0.014 0.490
N -3.488 -0.554 2.152 0.921 -1.921 0.447 -0.104
N -3.804 1.631 1.525 -0.344 -0.699 -0.309 -0.399
H 0.956 -1.649 -2.122 0.348 0.137 -0.374 -0.076
O 0.173 1.551 2.342 0.322 -0.341 0.622 -0.773
N -5.689 0.162 1.729 -0.249 0.344 -0.517 -0.422
H 2.453 -2.901 1.326 -0.973 -0.004 -0.405 0.272
H -6.643 3.109 0.441 0.144 0.123 0.076 0.337
O 1.337 -0.783 0.744 -1.727 -0.927 -0.025 -0.888
H -1.115 -0.280 5.329 0.153 -0.171 0.261 0.203
H -9.595 -4.589 1.690 0.301 0.461 0.441 0.250
C 2.613 2.405 0.529 1.190 0.426 -0.306 0.334
H -1.477 0.178 3.704 -0.506 0.522 -0.510 0.263
C -1.120 1.528 -4.968 -0.287 0.930 -0.711 -1.885
C 2.704 2.400 -5.345 0.182 0.736 0.050 -0.364
P 2.581 -0.176 1.161 1.608 -0.194 0.306 1.404
H 2.317 -1.486 4.038 -1.136 -0.215 0.183 0.331
H 3.533 1.283 5.085 -0.607 0.126 0.141 0.177
C 4.548 -1.459 -3.617 -0.647 -0.423 0.499 -0.877
H -1.541 2.136 -4.152 0.343 0.188 -0.306 0.374
H 3.977 3.400 -6.760 -0.154 0.123 0.517 0.356
H 2.148 2.726 -0.410 -0.172 -0.210 0.182 -0.429
C 2.146 3.620 -3.369 -0.563 -0.868 0.708 -0.220
N 3.783 -1.285 1.255 0.516 -1.112 -0.129 0.574
H 1.861 2.353 1.309 0.077 0.507 -0.088 -0.084
C 2.035 2.458 -4.135 -0.614 -0.730 0.364 0.531
C -4.624 2.551 1.028 0.229 -1.184 1.187 -0.092
C 1.215 -1.732 4.116 2.228 0.498 0.471 -1.083
H -0.891 -0.967 -6.046 0.990 0.802 0.482 0.422
S -3.650 -2.135 1.851 0.470 -0.068 -0.661 1.504
O -3.331 -2.379 0.426 -0.279 0.447 1.317 -0.768
H 5.825 -1.179 0.594 -0.181 0.219 -0.224 0.256
H 2.638 1.556 -5.985 -0.161 -0.815 -0.368 0.357
H -1.490 -1.515 4.071 0.765 0.503 0.019 0.378
H 5.560 -1.407 -3.986 0.132 0.023 -0.087 0.454
C 2.335 -0.451 -3.298 0.544 0.266 0.102 1.123
C -0.391 0.342 -4.363 -0.418 0.111 0.108 2.867
H 0.733 -0.112 -6.156 -0.376 -0.227 0.133 0.281
H 4.107 -0.078 -1.163 0.446 0.765 0.230 0.076
H 2.822 3.268 3.562 -0.691 -0.084 0.710 0.240
H -7.518 0.815 1.071 0.208 0.323 0.136 0.395
H 3.768 1.582 -1.621 -0.316 0.352 -0.266 0.284
H 1.863 3.884 4.976 0.333 -0.041 0.752 0.416
H 1.080 -2.486 3.367 -0.651 -0.459 -0.470 0.298
H 5.220 0.084 1.781 0.373 -0.091 -0.582 0.344
C -5.704 -3.157 3.313 -1.361 -1.000 0.535 -0.672
C 2.477 1.256 5.448 0.261 -0.004 0.503 -0.936
C 5.177 -0.961 1.445 0.141 0.459 1.477 -1.295
C 3.488 -2.700 1.445 0.461 0.231 -0.289 -1.203
C 3.665 -0.418 -3.760 0.001 1.453 -0.696 -0.049
H -1.786 0.369 -2.778 -0.853 1.375 1.102 0.266
C 3.625 4.596 -4.958 0.201 -0.376 -0.165 -0.496
O -2.911 -2.959 2.809 0.090 1.191 -0.402 -0.781
H -4.126 3.451 0.791 0.228 1.104 -0.381 0.485
C -1.445 -0.319 -3.480 -0.283 -0.607 -1.476 -2.213
O 0.609 1.478 -1.860 0.248 -0.572 -1.119 -0.672
H 5.117 1.320 -0.490 -0.219 -0.245 -0.194 0.302
C -7.896 -3.661 2.350 1.077 0.448 1.232 0.950
H 4.047 -3.295 0.726 0.068 -0.126 -0.143 0.389
N 0.446 -0.529 3.908 -0.300 -1.345 0.461 0.826
C -0.966 -0.555 4.284 -0.485 -0.513 0.195 -1.134
H 1.079 -2.157 5.117 -0.287 0.086 -0.110 0.433
N 3.180 1.060 0.341 0.980 1.645 -0.988 0.505
H 2.205 0.211 5.607 0.128 0.087 0.300 0.260
C -7.461 -3.096 1.163 0.650 0.061 -1.201 -0.862
C -4.349 0.389 1.813 -0.987 1.393 -0.685 0.177
C 1.938 -1.594 -2.613 -0.340 -0.645 0.668 0.137
O 2.534 0.416 2.685 -1.851 0.272 0.227 -0.497
N 1.524 1.824 4.531 0.161 0.992 -0.183 0.048
C -6.130 -2.638 0.997 -2.278 -1.110 1.025 -0.369
H -1.125 -1.145 -2.923 0.960 -1.445 0.813 0.453
H 2.375 1.823 6.386 0.360 -0.370 -0.059 0.406
C 3.482 3.458 -5.779 0.592 1.164 0.004 -0.639
H -5.014 -3.217 4.140 0.119 0.149 -0.025 0.485
H -8.159 -3.094 0.316 0.289 0.123 0.241 0.236
H 1.584 3.671 -2.440 0.024 -0.120 -0.081 0.242
H 4.255 5.448 -5.217 -0.101 -0.308 -0.291 0.344
Si 1.086 0.994 -3.319 -0.342 0.731 1.474 -0.387
C 0.021 -0.592 -5.456 -0.447 -1.302 -1.734 -1.795
H 2.988 5.543 -3.148 0.247 0.457 0.424 0.434
H -2.314 -0.726 -4.047 0.402 0.530 -0.035 0.379
H -7.304 -4.099 4.428 0.057 0.212 -0.571 0.205
```
Positions in Å, forces in eV/Å.

Results
Relative energy (zero: lowest compared OMol25 entry of this formula, charge and spin) in kcal per mole: 8.0
E in Eh: -3611.07716
HOMO-LUMO gap (alpha / beta) in eV: 7.49 / 7.49
Charge: -1
HOMO level (alpha / beta) in eV: -5.3 / -5.3

***

(3)
Below is a cluster of 4 separate species, C40H34Cl2F29NO6 in total, with properties calculated with ωB97M-V/def2-TZVPD.

XYZ file:
```
112
Properties=species:S:1:pos:R:3:forces:R:3:mulliken_charge:R:1
C -1.959 -5.269 4.077 -1.913 -1.457 0.324 1.127
H -2.740 6.281 -8.102 0.328 0.025 0.257 0.349
F 3.136 6.404 -2.409 0.531 0.027 0.506 -0.282
C -7.616 -5.664 3.571 0.483 1.215 -1.605 0.744
O -1.998 -0.039 1.387 2.385 -3.185 7.251 -0.515
F 3.000 2.512 -5.843 -0.224 -0.225 0.459 -0.265
C -0.862 0.234 -4.765 -0.677 0.136 0.912 -0.615
F -2.264 9.532 -8.362 0.549 -0.026 0.522 -0.296
F -2.114 -5.644 2.621 0.822 1.248 4.011 -0.327
F 5.490 5.236 -0.008 -0.259 0.223 -0.485 -0.213
C -4.750 -5.460 3.898 -0.790 2.836 2.119 -0.587
C 1.438 -6.032 7.921 -2.024 3.532 -0.534 -0.447
F -7.803 -4.921 2.269 0.126 -2.545 3.813 -0.240
C 0.818 -5.823 6.416 -0.377 1.864 2.044 -0.332
H -2.545 4.973 -5.897 0.027 0.005 -0.173 0.218
H 4.549 -0.975 5.234 -1.301 -1.912 -1.385 0.290
C 1.566 -4.161 3.545 4.983 -3.778 0.684 -0.365
H 2.660 3.153 -2.150 0.617 0.130 0.342 0.428
O -1.151 7.613 -8.467 -0.430 0.647 1.781 -0.410
H -1.847 0.314 -4.290 0.147 0.115 -0.307 0.381
H -4.611 -6.355 3.134 -0.356 2.164 1.880 0.314
C -0.511 -2.839 3.708 -2.250 1.350 0.993 0.215
H 1.064 -6.668 5.621 -0.676 2.161 1.846 0.276
F 5.795 2.733 -1.217 -0.359 -0.062 0.268 -0.307
C 1.127 1.599 -4.675 -1.637 -1.072 0.998 0.583
F 0.090 8.364 -5.960 -0.267 0.197 -0.496 -0.191
C 3.950 -1.852 4.694 -0.494 -0.103 0.616 -0.880
F 0.395 5.861 -7.170 -0.337 -0.088 0.278 -0.305
H 4.087 -1.796 3.513 -0.220 -0.223 2.719 0.187
C -1.533 5.386 -5.855 -0.112 -0.239 0.961 0.128
H -0.926 -2.385 6.964 1.257 -2.121 0.316 0.137
C -0.552 9.268 -6.746 0.764 0.306 0.639 0.175
C 2.327 -1.704 5.072 1.287 1.827 1.086 0.029
F -0.841 4.161 -7.733 -0.375 0.212 0.399 -0.288
H 1.941 -2.552 5.777 0.681 1.307 -1.488 -0.103
H -2.766 -2.483 3.010 2.282 0.381 -0.270 0.412
C -0.340 -3.381 7.144 2.211 -3.128 1.084 0.108
F -1.063 10.211 -5.910 -0.248 -0.283 -0.456 -0.255
H -1.521 5.799 -9.236 0.234 0.089 0.279 0.417
H 2.099 -6.977 8.169 -1.595 2.129 -0.773 0.289
C 0.289 -3.581 8.680 1.137 -2.991 -1.964 -0.612
C 3.867 2.258 0.098 0.025 -0.416 0.976 0.286
N 1.521 -1.439 3.837 1.218 -1.717 1.253 -0.163
F 1.170 -0.541 -6.846 -0.442 -0.241 -0.164 -0.182
C 0.312 -4.488 0.426 0.581 -0.291 -1.773 -0.550
F 4.597 1.471 0.933 0.042 -0.023 -0.345 -0.246
F 1.631 0.343 -4.702 0.391 0.891 0.189 -0.298
F -2.300 -0.914 -6.211 0.487 -0.254 0.073 -0.339
C -0.668 -4.322 4.385 2.254 -1.880 -0.776 0.080
H -7.662 -3.368 5.592 2.493 -0.848 -0.726 0.308
H -0.330 -0.513 -4.164 0.032 0.127 -0.370 0.222
C -6.570 -3.706 5.314 4.477 -1.087 -0.863 -0.498
H 0.796 -0.701 3.942 0.725 -1.276 -0.123 0.250
O 4.249 4.485 -2.514 -0.368 0.822 1.816 -0.429
C -0.095 -4.501 5.948 1.058 0.256 4.941 0.242
H -0.668 -2.140 4.664 0.914 -1.285 -2.075 0.206
H 1.265 3.494 -5.745 -0.060 -0.151 0.216 0.009
C 4.505 2.309 -1.285 0.707 0.376 -0.649 0.808
F -2.635 8.065 -6.809 0.311 0.871 -0.165 -0.269
F -1.778 -6.596 4.778 -0.253 3.638 -2.121 -0.305
H 5.593 6.617 -1.437 -0.200 -0.088 -0.143 0.232
C -1.656 8.604 -7.574 -0.909 -1.220 -1.489 0.759
C 0.914 -2.971 0.329 0.443 1.350 3.559 -0.159
F 3.813 3.478 0.680 0.134 -0.463 -0.026 -0.261
H 2.280 -0.705 5.726 -0.167 -2.172 -1.405 0.411
F 1.256 1.976 -7.032 -0.030 0.116 0.633 -0.215
C 3.745 3.163 -2.312 -0.202 -0.157 -0.941 -0.609
C 3.744 5.476 -1.621 -0.883 -1.377 -1.545 0.788
F -1.587 6.606 -5.273 0.154 -0.557 -0.070 -0.224
F 2.765 4.937 -0.856 0.314 0.910 -0.149 -0.272
F -0.803 4.599 -5.020 0.117 -0.081 -0.304 -0.213
O -0.298 1.540 -4.627 1.784 -0.420 -0.790 -0.276
C -0.895 5.437 -7.238 0.634 0.318 -0.662 1.007
Cl 1.857 -0.422 1.223 -1.043 -2.794 0.647 0.064
H 0.139 -2.782 9.540 0.155 -1.685 -2.275 0.268
F -7.373 -7.079 3.190 -1.294 4.642 1.565 -0.228
H 3.879 2.671 -3.284 0.232 0.135 0.317 0.449
C -1.613 -0.580 2.548 -1.759 1.255 -5.343 -0.090
C -1.655 6.291 -8.265 -0.222 -0.113 -1.125 -0.838
F 4.559 1.034 -1.780 -0.408 0.182 0.356 -0.306
F -1.304 0.851 -7.004 0.263 -0.381 0.092 -0.243
H 0.991 -5.247 1.049 -1.596 2.030 -1.090 0.190
F -0.347 -1.527 -8.044 -0.267 0.124 0.238 -0.293
H -0.815 -4.505 0.740 2.305 0.100 -0.281 0.094
C -1.111 -0.234 -6.207 -0.404 0.944 0.009 0.922
F -8.865 -5.437 4.341 4.139 -1.307 -2.586 -0.232
C -6.281 -4.937 4.269 2.126 0.984 1.735 0.027
H -1.294 0.122 3.451 -0.635 -1.398 -1.691 0.223
F 1.513 2.133 -3.485 -0.201 -0.012 -0.800 -0.313
Cl 1.184 -2.245 -1.371 -0.466 -1.214 2.625 -0.133
H 0.069 -2.062 -6.177 -0.100 0.083 0.131 0.280
H -1.559 -2.637 1.573 -0.082 0.896 2.595 0.025
O 0.411 -5.065 3.651 1.715 2.773 0.337 -0.346
C 1.640 2.470 -5.826 0.113 0.597 -0.949 0.515
C -5.260 -2.944 5.969 -0.027 -3.271 -2.912 -0.616
C 1.197 -4.914 9.114 -1.874 0.691 -4.754 -0.395
H -2.839 -2.846 6.032 -1.857 -1.420 -0.992 0.155
C -3.722 -3.452 5.562 -2.571 -1.451 -1.277 0.150
C -0.035 -1.152 -6.774 0.397 -0.618 -0.828 0.019
H 2.855 1.845 0.056 0.004 0.045 -0.221 0.129
H 4.311 -2.869 5.155 -0.476 1.964 -1.236 0.264
H 0.338 -4.925 -0.686 -0.063 1.052 2.435 0.383
H 1.671 -5.042 10.201 -1.261 0.373 -2.755 0.294
C -1.654 -2.247 2.697 -0.468 0.439 -1.255 -0.183
C -3.412 -4.701 4.555 -4.696 1.079 0.432 -0.105
F 4.337 7.083 0.043 -0.251 -0.237 -0.413 -0.262
O 2.771 -4.689 3.755 -7.877 3.899 -1.678 -0.593
H -5.462 -2.026 6.700 0.763 -2.318 -1.807 0.286
C 4.848 6.140 -0.793 0.744 0.241 0.591 0.157
C 1.213 -2.172 1.539 -0.727 -2.290 -3.972 -0.695
H 0.193 9.745 -7.390 -0.199 -0.088 -0.145 0.234
C 1.045 -2.672 3.112 -1.846 1.706 0.853 1.671
```
Positions in Å, forces in eV/Å.

Results
SMILES: CCN[C@@]1(/C(Cl)=C(\C)Cl)C(=O)O[C@](c2ccccc2)(C(F)(F)c2cccc(C(F)(F)F)c2)[C@@H]1CC=O.FC(F)C(F)(F)COC(F)(F)C(F)F.FC(F)C(F)(F)COC(F)(F)C(F)F.FC(F)C(F)(F)COC(F)(F)C(F)F
E in Eh: -5866.34729
HOMO-LUMO gap in eV: 7.84
HOMO level in eV: -9.2

***

Question: Number 3 is which compound?
Answer: C40H34Cl2F29NO6